Entry from OMol25: a molecular structure, C4H9AlBBr3FNO6S (wB97M-V/def2-TZVPD).

CARTESIAN COORDINATES (ANGSTROEM)
C: -1.113 -2.765 -2.634
O: -1.230 -1.540 -1.985
C: 0.045 -1.079 -1.475
Al: 0.072 0.883 -0.893
B: -0.689 1.178 1.067
N: -1.705 0.248 1.708
O: -0.279 2.237 1.872
C: 2.037 1.428 -0.827
O: 2.578 1.587 0.318
O: 2.648 1.518 -1.924
S: -1.179 2.021 -2.551
O: -1.320 3.438 -2.336
O: -0.695 1.667 -3.859
F: -2.725 1.399 -2.562
H: -2.045 -2.952 -3.169
H: -0.917 -3.581 -1.929
H: -0.304 -2.750 -3.368
H: 0.375 -1.698 -0.632
H: 0.762 -1.137 -2.296
H: -2.426 0.066 1.016
H: -1.241 -0.651 1.814
H: 0.631 2.118 2.160
C: 1.771 -0.304 4.628
Br: 2.265 -2.115 4.164
Br: 2.800 0.972 3.624
Br: -0.118 -0.012 4.397
H: 2.005 -0.175 5.674

Relative energy (zero: lowest compared OMol25 entry of this formula, charge and spin)   0.0000 eV
Charge   -2
E   -249023.9027 eV
Gap between HOMO and LUMO   0.14161 hartree